[1]
A cluster of 4 separate species, C4H9N3O2 in total in a non-equilibrium geometry, computed with ωB97M-V/def2-TZVPD.

LUMO: 0.00 eV
Energy relative to the best compared isomer or geometry (same formula, charge and spin): 12.6150 eV
Max |F|: 8.68 eV Å⁻¹
Orbital gap: 8.33 eV

Positions of all 18 atoms, in Å:
H -1.98849 -2.18373 1.41393
H 0.69999 1.97359 1.07614
H -1.13591 1.86988 -1.04666
C -0.38609 -1.28287 -1.52749
H 2.86365 0.17500 0.69932
H 3.25012 1.04294 -1.23730
C -1.70495 -1.22686 1.53777
C 2.36088 1.09279 -0.33332
H 2.14974 2.43487 0.17018
O -1.19799 1.65428 -0.14851
H -0.55938 -2.15854 -2.49617
O -0.71598 -1.09653 0.63481
N 0.73492 -0.43551 -1.54807
C 0.89593 0.43545 -0.72363
H -1.51404 -1.17115 2.64945
H -2.80117 -0.73836 1.34205
N 0.13010 1.27086 0.00329
N -1.08132 -1.65611 -0.46577

=====

[2]
A cluster of 2 separate species, C4H9N3O2S in total in a non-equilibrium geometry, computed with ωB97M-V/def2-TZVPD.

LUMO (spin up / spin down): -0.20 / -2.23 eV
Energy relative to the best compared isomer or geometry (same formula, charge and spin): 0.4721 eV
Max |F|: 4.26 eV Å⁻¹
Spin multiplicity: 3
Orbital gap (spin up / spin down): 5.28 / 6.39 eV
Expectation value of S²: 2.009

Positions of all 19 atoms, in Å:
C -0.59035 0.47974 -1.18686
S -0.59482 -0.70561 1.34662
C -1.33861 1.35727 -0.15301
H 0.58593 -2.96924 0.43900
H -2.14393 1.82630 -0.59579
H -1.29942 0.02549 -1.94900
N 1.80180 0.88542 0.49185
H 0.06604 1.15268 -1.77061
H 2.21320 -2.36290 0.78921
H 1.64898 -0.88466 -1.23211
O 1.79933 1.76943 1.31894
H -0.64358 2.08914 0.11146
N 1.40245 -2.55710 0.07264
H -2.76380 -0.10921 0.59051
H -2.03080 1.14852 1.78807
C 0.05411 -0.50342 -0.30256
C -1.88406 0.47705 0.99436
N 0.93985 -1.45107 -0.72265
O 2.77767 0.33217 -0.03005

=====

[3]
The ion C4H9N3O6 with charge +2 in a non-equilibrium geometry, computed with ωB97M-V/def2-TZVPD.

LUMO (spin up / spin down): -9.04 / -10.27 eV
Max |F|: 4.56 eV Å⁻¹
Total charge: +2
Orbital gap (spin up / spin down): 9.03 / 7.18 eV

Positions of all 22 atoms, in Å:
N -0.66681 0.91861 -1.83466
O -1.41932 2.71460 1.15912
H 1.15435 -1.32388 -0.48138
O -3.47812 0.40217 -1.10560
H 3.29816 -0.46975 2.11355
H 2.20962 -1.59226 1.15001
O 1.25767 -1.96608 -2.44703
H 1.95780 -1.44875 3.04166
C 0.69595 0.33527 0.74636
H -0.95895 1.06848 -2.73791
O 1.26047 0.14146 1.77846
O 0.64420 -0.69361 -2.63650
C 2.27296 -0.92989 2.06893
N 0.74496 -0.38048 -0.39797
H 1.53487 -2.16408 -3.39336
H -0.93027 3.46590 1.60830
C 0.24639 -0.03423 -1.58488
C -1.49164 1.68074 -0.94579
H -1.98386 2.53703 -1.59799
H -4.27018 0.86374 -0.70380
N -0.75374 2.35355 0.04021
O -2.40606 0.84217 -0.28615

=====

[4]
A structure of composition C4H9N3S in a non-equilibrium geometry, computed with ωB97M-V/def2-TZVPD.

LUMO: 0.47 eV
Energy relative to the best compared isomer or geometry (same formula, charge and spin): 5.9249 eV
Max |F|: 5.38 eV Å⁻¹
Orbital gap: 9.02 eV

Positions of all 17 atoms, in Å:
H 0.97645 0.64530 0.79032
C 0.75256 -0.84916 -0.69925
H -2.64200 -0.64712 1.81402
N -1.55642 -0.41976 0.02044
C 1.56705 0.40541 -0.26562
H -0.62736 1.50361 -0.57411
H 3.91225 0.42793 -0.80767
H -3.76092 -0.99225 0.33946
C -1.57455 0.93776 -0.09338
H -2.33641 -2.03285 0.62060
C -2.62192 -0.97270 0.67897
H -3.83725 1.27089 0.05386
N -0.55679 -1.17098 -0.61337
S 3.14177 0.17898 0.45317
H 1.43089 1.23472 -1.05038
H 1.15342 -1.92287 -0.93470
N -2.64054 1.66517 -0.15370

=====

[5]
A structure of composition C4H9N4 in a non-equilibrium geometry, computed with ωB97M-V/def2-TZVPD.

LUMO (spin up / spin down): -4.77 / -4.77 eV
Energy relative to the best compared isomer or geometry (same formula, charge and spin): 5.7152 eV
Max |F|: 4.80 eV Å⁻¹
Total charge: +1
Orbital gap (spin up / spin down): 7.58 / 7.58 eV

Positions of all 17 atoms, in Å:
H -2.16068 1.28733 0.64850
H -1.86482 1.82740 -1.60403
H 0.49968 1.35945 0.91288
H -1.77400 0.21960 -1.85314
H -2.16278 -0.37932 0.32411
N 2.04592 0.73391 -1.25790
N 1.64794 -1.16156 -0.07883
H -0.54095 -0.64178 2.21526
N -1.79050 0.89695 -1.21528
C -1.74590 0.55812 0.09158
C 0.81391 -1.71558 0.83681
H 2.03840 1.71282 -1.32945
N 1.32944 0.03643 -0.42630
H 2.39116 -1.69406 -0.39329
C 0.23610 0.42066 0.53425
H 0.97567 -2.69112 1.27864
C 0.06142 -0.76926 1.31621

=====

[6]
The ion C4H9N4 with charge +1 in a non-equilibrium geometry, computed with ωB97M-V/def2-TZVPD.

LUMO: -3.60 eV
Energy relative to the best compared isomer or geometry (same formula, charge and spin): 5.5944 eV
Max |F|: 3.78 eV Å⁻¹
Total charge: +1
Orbital gap: 8.90 eV

Positions of all 17 atoms, in Å:
H 2.06416 -1.66598 -1.92927
N -2.48383 0.80135 -0.37828
C -0.90377 0.75146 -0.79034
N 1.32766 -1.50239 -1.17291
H 2.61667 1.37318 1.73014
H -2.82098 -0.11901 -0.73850
N -0.87457 -0.85554 1.17192
H 0.58741 -2.15723 -1.12789
C 1.13761 -0.46082 -0.40163
H -2.67232 1.66409 -1.02968
H -2.73423 1.05271 0.58998
N 2.50409 1.36990 0.72076
C -0.37209 -0.14476 0.03032
C 1.83058 0.37041 0.24632
H -1.21695 -1.76179 0.88794
H 2.18397 2.17714 0.17831
H -0.17341 -0.89273 2.01279

=====

[7]
The ion C4H9N4OSi with charge -1 in a non-equilibrium geometry, computed with ωB97M-V/def2-TZVPD.

LUMO: 3.61 eV
Energy relative to the best compared isomer or geometry (same formula, charge and spin): 0.0000 eV
Max |F|: 1.96 eV Å⁻¹
Total charge: -1
Orbital gap: 7.61 eV
SMILES: C[Si](C)(C)n1nnnc1[O-]

Positions of all 19 atoms, in Å:
C -0.14719 1.74892 0.49536
N 2.65099 -1.39940 0.46641
Si 0.68737 0.06352 0.18242
H -1.20173 1.68568 0.23646
H -0.07844 2.03945 1.53778
H 0.86310 0.38900 -2.30945
H -1.27438 -1.32375 0.93313
C 3.45564 0.65580 0.08553
H 0.99996 -1.30567 -1.88693
N 2.33909 -0.05071 0.62150
C 0.45821 -0.38894 -1.66795
O 3.51156 1.87781 0.04046
C -0.23276 -1.24761 1.22878
H 0.30644 2.53272 -0.09894
H -0.20167 -1.00448 2.28551
H -0.58431 -0.54115 -1.93801
N 3.77990 -1.46754 -0.07383
H 0.23085 -2.22017 1.10196
N 4.33138 -0.28476 -0.30747

=====

[8]
A cluster of 2 separate species, C4H9N4S in total in a non-equilibrium geometry, computed with ωB97M-V/def2-TZVPD.

LUMO: -3.81 eV
Energy relative to the best compared isomer or geometry (same formula, charge and spin): 1.8340 eV
Max |F|: 4.45 eV Å⁻¹
Total charge: +1
Orbital gap: 8.30 eV

Positions of all 18 atoms, in Å:
N -1.33598 -1.04564 0.06288
C 3.80981 -0.95040 0.14026
N -3.22810 0.76638 0.06935
H 5.31857 0.66182 -0.26601
H 0.56264 -1.71038 0.16672
C 2.21754 0.41454 0.16619
C 4.36497 0.29507 -0.06039
H 4.11344 -1.93486 0.50300
H -3.48982 0.92794 -0.81716
H 3.57146 2.10556 -0.48682
S 0.50305 0.80090 -0.18130
C -0.08228 -0.76513 0.10084
N 2.49048 -0.82657 0.26344
H -2.82570 1.59299 0.32689
H -1.83550 -1.93938 0.24337
H -4.06570 0.65749 0.67514
N 3.35346 1.21702 -0.06065
H -2.08948 -0.31133 -0.11245